Entry 1:
# C20H22ClN8SeZn

C20H22ClN8SeZn as an isolated structure (ωB97M-V/def2-TZVPD, OMol25).

Structure (XYZ):
```
53
Properties=species:S:1:pos:R:3:forces:R:3
H -0.430779 -0.125869 -4.326202 0.00 0.01 0.01
C 0.567921 -1.683443 3.354794 0.01 -0.02 -0.01
H 4.369445 -0.615826 0.325644 0.01 0.01 0.00
H 2.079407 -1.196004 -2.055659 0.07 0.10 0.09
C -1.912573 0.822625 2.020329 0.00 -0.06 0.01
N 2.746455 0.311796 -0.739712 0.11 0.06 -0.01
C -3.203612 2.153709 0.713457 -0.03 0.00 -0.03
H 0.902577 -2.108938 4.291377 0.00 0.00 0.00
N -2.228207 1.215652 0.783922 0.05 -0.05 0.00
H 1.254407 -4.344730 -2.396689 0.00 0.00 0.01
N -2.452853 1.252697 3.131509 0.00 0.02 0.00
C -0.834352 -0.208077 2.123494 -0.03 0.03 -0.02
H 1.575579 -1.197944 -5.266577 0.00 0.00 0.00
H -0.902673 -0.365266 4.246310 0.00 0.00 0.00
C 1.845824 1.264898 -0.445772 -0.05 -0.15 -0.06
H 2.630590 0.293760 -2.824423 0.02 0.02 0.01
N 2.085479 1.647343 0.820572 0.04 0.09 0.05
H -3.105344 2.256946 -1.324907 -0.02 -0.02 -0.02
H 1.041651 -1.846092 0.011421 -0.02 0.00 0.02
C 3.151257 0.931712 1.326972 -0.01 0.00 0.00
H 0.370534 2.270700 1.864516 0.08 0.04 -0.02
H -0.770926 -3.283668 -1.462731 0.00 0.00 0.00
H -2.588285 -1.684889 -1.731695 -0.03 0.04 0.01
Zn -1.149596 0.234174 -0.756020 -0.20 0.09 -0.08
H 1.912231 2.984555 2.396732 0.00 0.00 0.01
Cl 3.000247 -3.539605 -4.495313 -0.02 0.01 0.00
H 1.892162 -2.858772 2.124393 0.00 0.00 0.00
C 1.331550 2.668311 1.534735 -0.01 -0.03 0.00
C -3.425978 2.182820 2.950610 -0.01 0.02 0.02
C 1.547740 -2.816919 -3.867381 -0.02 -0.06 -0.06
N -3.820699 2.661902 1.772712 0.01 -0.01 0.00
C -1.927307 -0.938563 -2.175515 0.00 -0.10 0.05
C 0.888916 -3.410495 -2.802333 -0.01 0.00 -0.02
H 3.523658 1.089463 2.323152 0.00 0.01 0.00
H 3.822666 -0.820356 -2.112968 0.00 -0.02 0.01
C -0.748792 -1.605086 -2.803084 -0.03 -0.02 0.04
H -4.276320 3.294564 -0.565180 -0.01 0.00 0.00
C 1.065726 -1.642402 -4.421714 -0.06 -0.04 -0.07
C -0.064960 -1.045508 -3.885421 -0.02 -0.03 -0.07
H -4.766845 3.316178 3.962553 0.00 0.01 0.00
N -0.295574 -0.608399 0.966059 0.07 -0.11 -0.01
H -3.765993 2.279841 4.946315 0.00 0.00 0.00
H 1.156873 3.513540 0.874755 0.00 0.00 0.00
C 0.658694 -1.539015 0.977773 -0.04 -0.02 0.02
N -3.568026 2.585099 -0.496324 0.04 0.02 0.03
C 3.565009 0.097344 0.349457 -0.02 0.01 -0.01
H -2.511445 -0.367596 -2.898173 0.07 -0.01 -0.06
C -0.429758 -0.719669 3.342593 0.01 0.01 0.01
Se 0.513137 1.899588 -1.590934 0.06 0.15 0.07
C 2.825202 -0.400975 -2.013137 -0.02 0.02 0.08
C 1.120789 -2.102397 2.155458 -0.02 0.01 0.02
C -0.245827 -2.803660 -2.282199 0.02 0.01 -0.02
N -4.019002 2.650948 4.048452 0.00 -0.02 -0.01
```
Positions in Å, forces in eV/Å.

HOMO-LUMO gap: 6.67 eV
E_HOMO: -10.141 eV
Charge: +1
E_tot: -5854.28634 Eh

***

Entry 2:
# C27H33N5O2

A 5-piece molecular cluster, C27H33N5O2 overall (ωB97M-V/def2-TZVPD, OMol25).

Structure (XYZ):
```
67
Properties=species:S:1:pos:R:3:forces:R:3
H -4.369127 -3.503714 -1.121984 0.06 -0.04 0.04
H -3.734528 -2.373947 2.068755 0.01 0.00 0.01
C -2.650449 -6.730560 -0.078287 -0.06 0.10 -0.05
C -3.603463 -3.358961 5.291484 -0.01 0.03 0.14
H 1.552712 9.790073 -2.224934 0.00 0.01 0.02
C -1.602631 -5.185712 1.219681 -0.05 0.20 -0.06
C 1.325215 1.183504 -2.551291 -0.14 -0.01 -0.48
C 1.153383 -0.053106 -1.640181 0.59 1.38 -0.35
H 2.803370 2.044554 -3.721133 0.06 0.03 0.03
H -3.389181 -4.212180 5.926374 0.01 -0.03 -0.05
N 1.946720 8.049038 0.627617 -0.01 -0.01 -0.18
H 5.197591 1.794880 -3.211611 -0.08 0.17 -0.17
C 5.607452 -0.552878 -2.015079 0.49 -1.24 -0.19
C -3.787081 -2.602503 -0.991726 -0.05 0.06 0.01
H -4.398700 -0.271268 3.239793 0.00 0.01 0.02
C 5.020686 1.858905 -2.145725 -1.32 -0.12 1.15
H -0.299814 -5.890549 2.775739 -0.01 0.03 -0.01
C 2.229589 6.861837 0.088965 -0.03 0.09 0.18
C -3.592707 -0.274433 -0.504364 0.00 -0.01 0.02
C -2.226258 -0.407013 -0.689806 0.16 -0.02 0.01
H 6.469126 -1.191989 -1.864614 -0.60 -0.77 0.97
C -3.796498 -2.337087 3.150694 0.03 -0.01 -0.15
H 3.356527 1.257021 -0.980147 -0.25 -0.03 0.09
H -3.215810 -4.388981 3.444926 -0.02 -0.01 0.03
C -0.965411 -6.163108 1.968040 -0.02 -0.03 0.00
C 5.622426 0.642937 -1.474354 -0.32 1.36 -0.09
C -3.507825 -3.457826 3.911960 -0.01 0.00 -0.01
H 2.106194 -0.576533 -1.626278 -0.06 -0.32 0.06
C -4.387690 -1.399826 -0.660753 -0.08 0.00 -0.01
O 3.111038 3.748934 0.823773 1.15 1.70 2.15
O 3.136160 3.277374 -1.349697 0.13 -0.23 -0.14
N -1.627685 -1.555826 -1.007349 -0.39 -0.04 0.04
H -4.022409 0.683984 -0.245515 0.03 0.01 -0.01
H -4.507626 -0.283014 5.730162 -0.01 0.03 -0.06
C -2.066781 -7.784257 0.607553 0.01 0.02 0.01
H 1.750595 2.568275 0.033914 -0.04 -0.14 -0.35
H 2.412873 6.062317 0.795361 0.04 -0.03 -0.05
C 2.048837 7.695663 -2.132882 0.00 -0.01 -0.07
H 0.794500 0.982802 -3.479692 0.07 0.09 -0.17
C 3.507688 1.928500 -1.824141 0.32 -0.32 -0.48
N -2.432929 -5.447620 0.212096 0.00 -0.29 0.07
H -3.329116 -6.913425 -0.904703 0.01 -0.07 0.02
H 2.089131 7.559009 -3.206604 0.00 0.00 0.01
H 0.868922 2.093589 -2.142227 -0.18 -0.15 0.21
H 6.033725 0.802264 -0.486971 1.14 0.19 -0.27
H 2.533131 5.650970 -1.661163 0.04 0.00 0.03
H 5.474809 2.749364 -1.726723 0.23 0.14 -0.12
N 2.720444 1.458534 -2.900714 -0.11 -0.21 0.22
N -3.954858 -2.244129 5.930595 0.01 0.00 -0.14
H -1.898179 -3.546025 -1.405872 -0.10 -0.05 0.01
C 1.715075 9.057260 -0.211549 0.00 0.01 0.15
H 4.803392 -0.930648 -2.631240 0.40 0.49 -1.08
H -5.460682 -1.338786 -0.525774 0.01 0.00 -0.01
H -1.448664 -4.131472 1.430862 0.07 -0.02 0.04
C -4.164911 -1.168831 3.796496 0.01 -0.03 0.02
H 0.363463 -0.673712 -2.029774 -0.12 -0.30 0.26
H -1.565710 0.447829 -0.581306 -0.06 0.04 0.01
C 2.294967 6.633742 -1.278346 -0.03 0.03 -0.01
C 2.641523 3.206825 -0.091760 -1.07 -1.34 -1.50
C -1.205730 -7.490211 1.652265 0.03 -0.06 0.05
C -4.226888 -1.176046 5.182078 -0.01 0.00 0.14
C 1.751361 8.935652 -1.592031 0.01 -0.02 -0.01
H 0.926755 0.299379 -0.637606 -0.13 -0.41 0.25
H -2.281646 -8.807052 0.329881 -0.01 0.01 -0.02
C -2.409614 -2.627458 -1.151932 0.25 0.10 -0.08
H 1.489896 10.010029 0.256127 -0.01 0.02 -0.06
H -0.728677 -8.284360 2.212647 0.00 0.01 -0.01
```
Positions in Å, forces in eV/Å.

HOMO-LUMO gap: 9.72 eV
E_HOMO: -9.099 eV
Charge: 0
Energy above the lowest of the compared OMol25 structures with the same formula, charge and spin: 5.291 eV
SMILES string: C=CC[C@H](NCC)OC=O.c1ccncc1.c1ccncc1.c1ccncc1.c1ccncc1
E_tot: -1472.79700 Eh

***

Entry 3:
# C5H8BrF2NO3S

The molecule C5H8BrF2NO3S (ωB97M-V/def2-TZVPD, OMol25).

Structure (XYZ):
```
21
Properties=species:S:1:pos:R:3:forces:R:3
H 2.927751 0.641224 -0.136846 -0.10 0.06 -0.05
C -2.820784 -0.975416 -0.311261 0.19 0.34 0.23
H 1.104438 -1.073060 -1.072785 0.07 0.12 -0.10
F -0.862804 2.732675 0.224919 0.07 0.25 0.31
F -2.020593 -1.936920 -0.781533 0.21 -0.26 -0.06
O -3.985566 -1.027814 -0.425717 -0.73 -0.15 -0.09
O 0.918447 1.865672 -1.182290 -0.03 0.16 0.60
H -0.121530 -0.971219 1.378485 -0.07 0.08 0.08
H 1.499517 -2.007206 0.339680 -0.04 -0.06 -0.02
C -2.059595 0.119565 0.391884 0.48 0.11 -0.68
Br 1.055924 1.088323 1.999380 -0.09 -0.09 0.24
N -0.689322 0.244385 -0.168257 0.04 0.94 1.76
H 3.369562 -0.677882 0.941261 0.09 -0.01 0.01
C 2.891900 -0.436102 -0.005092 -0.06 0.03 -0.25
H -2.036567 -0.083491 1.461226 0.09 -0.04 0.05
S -0.455111 1.714781 -0.873089 0.11 -1.00 -2.13
O -1.428776 1.844059 -1.900604 -0.15 0.15 0.53
C 1.474874 -0.990548 -0.054482 0.03 0.17 0.41
H -2.597128 1.051604 0.250411 -0.29 -0.10 0.02
C 0.376309 -0.244917 0.747904 0.04 -0.61 -0.98
H 3.459055 -0.877714 -0.823191 0.14 -0.09 0.10
```
Positions in Å, forces in eV/Å.

HOMO-LUMO gap: 11.18 eV
E_HOMO: -10.842 eV
Charge: 0
Energy above the lowest of the compared OMol25 structures with the same formula, charge and spin: 0.000 eV
SMILES string: CC[C@@H](Br)N(CC(=O)F)S(=O)(=O)F
E_tot: -3647.72647 Eh

***

Entry 4:
# C14H20ClN5O3P

An isolated ion of composition C14H20ClN5O3P and charge +1 (ωB97M-V/def2-TZVPD, OMol25).

Structure (XYZ):
```
44
Properties=species:S:1:pos:R:3:forces:R:3
N -0.896413 2.322686 -0.761818 0.04 -0.25 -0.33
O -1.237310 -3.675359 0.764089 -0.01 -0.06 -0.09
C 4.164569 -0.539154 1.215841 -0.11 -0.20 0.08
N -0.520695 -0.063012 -0.509168 -0.25 0.02 0.01
C -0.114052 -0.317685 0.870604 0.26 -0.43 0.20
H -1.875140 -4.338413 1.047818 0.00 -0.01 0.06
N -1.176957 0.721349 -2.477834 0.18 -0.09 0.21
H 0.144723 -2.125766 2.810904 -0.04 -0.07 -0.09
H 0.132204 -2.954143 -1.957306 -0.05 0.11 -0.10
C -1.011680 -0.582337 -2.546244 0.03 0.28 0.14
C 2.206234 0.477294 0.309779 -0.07 0.03 -0.03
H 4.201061 1.121216 -0.143843 -0.03 0.03 -0.03
H 1.275160 -3.377254 2.251242 -0.14 0.02 -0.09
C 1.192866 -2.372945 2.668274 0.16 0.07 0.28
C -0.311931 -2.506050 -1.072531 0.04 -0.22 0.25
C 1.390576 -0.403814 1.025304 0.08 0.11 -0.14
H -4.300658 1.977213 -1.908199 -0.33 0.31 0.28
C 3.583326 0.424842 0.405198 0.06 -0.04 0.04
C -1.528527 -3.287594 -0.566711 -0.19 0.26 0.08
H -0.581824 0.432733 1.502787 -0.05 0.08 -0.03
C -0.857376 1.042114 -1.207153 -0.03 -0.01 0.09
H -0.542769 5.154723 1.102095 0.07 0.18 -0.18
C 3.360669 -1.425889 1.913346 0.12 0.11 -0.05
H -2.407623 -2.633032 -0.587929 -0.02 -0.01 -0.06
H -1.150457 4.296407 -1.399419 0.14 -0.03 0.05
N 0.034734 4.474922 0.622524 -0.22 -0.37 0.15
H 1.632851 -2.419748 3.665528 -0.01 -0.01 -0.01
H -0.549113 -1.272644 1.164318 -0.21 0.12 -0.08
C 1.968578 -1.373991 1.847372 0.03 -0.01 0.01
H 5.239457 -0.616666 1.304728 0.01 0.06 -0.03
O -3.489400 4.141996 -2.526121 0.19 -0.52 -0.06
H 3.823725 -2.182685 2.534566 -0.02 0.01 0.04
P -0.466139 3.021602 0.766088 0.19 0.96 0.28
H 0.510524 2.144688 1.226056 -0.10 -0.25 -0.08
H 0.449720 -2.513415 -0.294003 0.06 0.00 -0.07
H -0.935118 3.143673 -2.705554 -0.09 -0.01 -0.01
H 1.764459 1.224303 -0.340925 0.01 -0.04 -0.05
C -1.412203 3.297238 -1.739030 -0.23 0.11 0.08
O -3.540325 2.208917 -1.355959 0.47 -0.29 -0.39
N -0.612574 -1.117489 -1.392417 0.07 0.18 -0.50
C -2.919183 3.271153 -1.936008 -0.21 0.42 0.04
H -1.613502 2.834591 1.554669 0.03 -0.34 0.07
H -1.746948 -4.138148 -1.213269 0.14 -0.10 0.04
Cl -1.277503 -1.496420 -3.931707 0.01 -0.11 0.01
```
Positions in Å, forces in eV/Å.

HOMO-LUMO gap: 9.40 eV
E_HOMO: -12.299 eV
Charge: +1
SMILES string: Cc1ccccc1Cn1c(N(CC(=O)O)[PH2]=N)nc(Cl)[n+]1CCO
E_tot: -1846.27607 Eh

***

Entry 5:
# C5H9NO

The molecule C5H9NO (ωB97M-V/def2-TZVPD, OMol25).

Structure (XYZ):
```
16
Properties=species:S:1:pos:R:3:forces:R:3
H -2.778202 -1.571940 -0.112728 0.10 0.07 -0.14
N -1.007411 2.137023 1.471246 0.54 -0.63 -0.78
H 1.528368 2.340664 -0.993593 -0.02 -0.16 0.05
H 1.091756 -0.863722 0.843656 -0.10 0.03 -0.07
H 0.662280 -1.343270 -0.802549 -0.01 0.08 0.11
H 2.103860 0.718381 -1.427793 -0.09 0.06 0.09
C 0.216341 0.705750 -0.365343 -0.03 0.02 -0.03
C 0.323881 -0.766902 0.066715 0.05 -0.09 0.03
H -0.785227 -2.404913 0.898713 -0.06 0.16 -0.09
H -1.315582 -0.802010 1.459137 0.00 -0.08 -0.14
C 1.599139 1.303884 -0.653082 0.09 0.02 -0.04
H 2.218946 1.281510 0.249387 -0.10 0.01 -0.13
C -0.972091 -1.367422 0.580259 0.34 0.02 0.27
H -0.405683 0.755331 -1.265854 0.06 0.01 0.12
O -1.920596 -1.311162 -0.468377 -0.30 -0.07 0.02
C -0.472620 1.509174 0.658951 -0.48 0.54 0.71
```
Positions in Å, forces in eV/Å.

HOMO-LUMO gap: 11.55 eV
E_HOMO: -10.695 eV
Charge: 0
Energy above the lowest of the compared OMol25 structures with the same formula, charge and spin: 1.013 eV
SMILES string: C[C@H](C#N)CCO
E_tot: -325.90033 Eh

***

Entry 6:
# C14H14N3O5Sr

C14H14N3O5Sr as an isolated structure (ωB97M-V/def2-TZVPD, OMol25).

Structure (XYZ):
```
37
Properties=species:S:1:pos:R:3:forces:R:3
C 3.228859 -17.205040 6.198037 1.54 1.66 -1.98
C 3.079717 -14.096951 4.014010 -1.55 -0.63 0.55
C -0.332440 -11.723825 5.572378 0.00 0.30 -0.16
Sr 1.448947 -14.393542 6.523100 -1.39 -0.38 2.00
H -0.963335 -18.151509 6.129352 0.44 0.17 0.33
H -0.123854 -18.484130 7.663765 0.45 0.19 -0.45
O -0.270544 -15.453044 7.499529 -0.72 -0.70 0.40
O 4.379234 -17.727040 5.726041 -0.89 0.97 0.14
C 4.196694 -13.482635 3.568661 0.84 1.27 0.06
O 3.091160 -15.964435 6.214689 1.38 -2.99 0.53
C -0.948584 -16.557504 7.566608 -0.99 0.95 1.32
H 0.730416 -10.403037 4.425610 -0.04 -1.33 0.20
H 5.147752 -14.011708 3.480481 -0.47 0.08 -0.51
H 2.966055 -10.318133 3.499602 -0.55 -0.25 0.48
N 0.653052 -11.427146 4.592826 1.93 0.12 0.06
H 2.153919 -18.927166 5.503101 0.05 0.61 -0.11
C 2.095617 -18.147498 6.283233 -2.17 -0.41 1.07
H 5.047232 -11.476764 3.115024 -1.37 -0.90 0.25
C -1.763561 -13.207522 6.633659 0.40 1.43 -0.82
H 4.815512 -16.973429 5.257860 0.14 -0.70 0.75
H -2.867052 -9.957130 7.057764 0.79 -0.99 -0.17
N -0.592104 -13.006286 5.923685 -1.17 1.32 0.34
C 2.954863 -11.381046 3.746703 1.51 -0.58 -1.04
C -1.035950 -10.584932 6.045533 -0.97 -1.96 1.05
H -0.746813 -9.581964 5.992265 0.93 1.20 -0.81
O 0.952800 -17.288341 6.205307 -0.09 -0.84 0.21
C 4.128431 -12.069717 3.419618 0.45 0.61 0.42
H 2.987118 -15.204116 4.049416 0.21 1.04 0.10
C -2.204928 -10.810093 6.759682 0.14 0.29 -0.73
O -2.021269 -16.730441 8.170713 1.88 0.09 -1.38
C 1.884796 -12.127466 4.275022 -1.79 1.67 0.28
H 2.000040 -18.737419 7.211898 0.64 0.35 -0.01
C -2.583011 -12.131446 6.941490 -0.47 -0.26 -0.03
H -2.079277 -14.209398 6.907618 0.47 0.10 -0.19
H -3.594087 -12.287801 7.240291 -0.38 -0.50 0.70
C -0.263496 -17.722815 6.874509 -0.50 -0.71 -0.47
N 1.953216 -13.426373 4.468624 1.30 -0.28 -2.37
```
Positions in Å, forces in eV/Å.

HOMO-LUMO gap: 8.47 eV
E_HOMO: -11.642 eV
Charge: +1
E_tot: -1112.94127 Eh